# 1
C5H10O in the gas phase at a distorted geometry. Source: OMol25; level of theory: ωB97M-V/def2-TZVPD.

```
! RIJCOSX wB97M-V def2-TZVPD def2/J DEFGRID3
* xyz 0 1
C -1.94386 0.52872 0.14888
C -0.93896 -0.54456 -0.27120
C 0.32728 -0.50449 0.55798
C 1.63849 -0.99903 0.03974
C 1.44451 0.43838 0.21646
O 1.39033 1.16049 -1.06552
H -1.52329 1.53502 0.02646
H -2.22251 0.42093 1.20405
H -2.86264 0.47854 -0.44623
H -1.39969 -1.53668 -0.17913
H -0.68422 -0.42162 -1.33094
H 0.16381 -0.64764 1.62675
H 2.34766 -1.56959 0.61505
H 1.62527 -1.12796 -1.12409
H 1.98024 0.99476 0.98060
H 0.65756 1.79472 -0.99885
*
```

Calculated values
HOMO-LUMO gap: 10.93 eV
Energy: -271.701351 hartree
Energy above the lowest of the compared OMol25 structures with the same formula, charge and spin: 32.2 kcal/mol
LUMO: 1.02 eV
SMILES: CC[C@H]1C[C@H]1O



# 2
C5H10O in the gas phase. Source: OMol25; level of theory: ωB97M-V/def2-TZVPD.

```
! RIJCOSX wB97M-V def2-TZVPD def2/J DEFGRID3
* xyz 0 1
C -0.80313 1.71313 -0.72992
C -0.20682 1.19025 0.51518
C -0.80959 -1.56537 0.36595
C 0.52575 -1.07420 0.92122
C 0.93406 0.27267 0.29264
O 1.36985 -0.02579 -1.03665
H -0.21969 2.64554 -0.86491
H -0.66937 1.11288 -1.64125
H -1.84055 2.03876 -0.61199
H -1.60379 -0.84285 0.59640
H -1.10142 -2.52269 0.80525
H -0.75354 -1.68445 -0.72065
H 0.47282 -0.95353 2.00649
H 1.32426 -1.78806 0.69321
H 1.77669 0.68012 0.87968
H 1.60448 0.80359 -1.47065
*
```

Calculated values
HOMO-LUMO gap: 8.66 eV
Energy: -271.615816 hartree
Energy above the lowest of the compared OMol25 structures with the same formula, charge and spin: 85.8 kcal/mol
LUMO: 0.22 eV



# 3
C5H10O in the gas phase. Source: OMol25; level of theory: ωB97M-V/def2-TZVPD.

```
! RIJCOSX wB97M-V def2-TZVPD def2/J DEFGRID3
* xyz 0 1
C 2.19052 0.00584 -0.37582
C 1.09151 -0.80527 0.35909
C -0.18017 -0.57510 -0.33074
C -2.24606 0.27678 0.41699
C -0.80657 0.72326 -0.20513
O -0.25160 1.67910 0.44772
H 1.88356 1.05470 -0.40532
H 3.13069 -0.07554 0.17708
H 2.35221 -0.36890 -1.39116
H 1.36008 -1.86075 0.45501
H 0.98047 -0.33082 1.34766
H -0.65730 -1.34823 -0.93465
H -2.10652 -0.07704 1.44027
H -2.78581 1.22473 0.43987
H -2.79838 -0.45598 -0.17787
H -1.15665 0.93323 -1.26302
*
```

Calculated values
HOMO-LUMO gap (alpha / beta): 7.27 / 7.11 eV
Energy: -271.614794 hartree
Energy above the lowest of the compared OMol25 structures with the same formula, charge and spin: 86.5 kcal/mol
LUMO (alpha / beta): -0.99 / -1.07 eV



# 4
C5H10O in the gas phase at a distorted geometry. Source: OMol25; level of theory: ωB97M-V/def2-TZVPD.

```
! RIJCOSX wB97M-V def2-TZVPD def2/J DEFGRID3
* xyz 0 1
C 2.11366 -0.53258 0.22757
C 1.16643 -0.56997 -0.72119
C 0.35233 0.71216 -1.00304
C -1.14295 0.43227 -0.81057
C -1.53838 0.36532 0.68759
O -0.82141 -0.54759 1.49986
H 2.45179 -1.40802 0.70372
H 2.67396 0.39757 0.30179
H 0.83568 -1.51199 -1.13901
H 0.65576 1.36864 -0.18604
H 0.67217 1.04597 -1.98785
H -1.42741 -0.55101 -1.18366
H -1.84530 1.20467 -1.11523
H -1.59248 1.34053 1.19401
H -2.59059 0.07729 0.71071
H 0.09899 -0.37687 1.34271
*
```

Calculated values
HOMO-LUMO gap: 10.57 eV
Energy: -271.685461 hartree
Energy above the lowest of the compared OMol25 structures with the same formula, charge and spin: 42.1 kcal/mol
LUMO: 1.13 eV
SMILES: C=CCCCO



# 5
C5H10O in the gas phase at a distorted geometry. Source: OMol25; level of theory: ωB97M-V/def2-TZVPD.

```
! RIJCOSX wB97M-V def2-TZVPD def2/J DEFGRID3
* xyz 0 1
C -0.17044 -1.76949 -0.83902
C -0.71647 -0.50277 -0.21360
O -0.75497 0.47651 -1.24604
C 0.07053 0.15834 0.97909
C 1.26663 0.77122 0.37216
C -0.37422 1.55156 0.78175
H -0.79985 -2.01568 -1.70200
H -0.16597 -2.61331 -0.14866
H 0.84500 -1.60267 -1.21680
H -1.74982 -0.65663 0.12446
H 0.11576 0.92069 -1.16269
H 0.05431 -0.36664 1.93248
H 1.91482 1.41453 0.95365
H 1.86743 0.11551 -0.29418
H 0.03054 2.45272 1.19297
H -1.43327 1.66611 0.48643
*
```

Calculated values
HOMO-LUMO gap: 9.54 eV
Energy: -271.598772 hartree
Energy above the lowest of the compared OMol25 structures with the same formula, charge and spin: 96.5 kcal/mol
LUMO: 0.69 eV
SMILES: C[C@H](O)C1CC1



# 6
A molecular structure, C5H10O2 at a distorted geometry. Source: OMol25; level of theory: ωB97M-V/def2-TZVPD.

```
! RIJCOSX wB97M-V def2-TZVPD def2/J DEFGRID3
* xyz 0 1
C -0.39002 2.14818 0.29564
C 0.04000 0.70276 0.03548
C -1.04781 -0.27245 -0.32201
C -0.44409 -1.72537 -0.30454
O 0.94461 -2.21665 0.42163
C 1.36882 0.11951 -0.38707
O 0.96878 0.29101 1.01607
H -1.05678 2.56975 -0.46553
H -0.94331 2.16823 1.25083
H 0.47523 2.80432 0.42260
H -1.36686 0.01918 -1.34617
H -1.96110 -0.19412 0.29453
H -0.33612 -2.09498 -1.33072
H -1.03489 -2.35980 0.31619
H 1.09331 -1.58968 1.16774
H 2.10557 0.85735 -0.70641
H 1.58467 -1.22725 -0.35827
*
```

Calculated values
HOMO-LUMO gap: 10.04 eV
Energy: -346.835204 hartree
Energy above the lowest of the compared OMol25 structures with the same formula, charge and spin: 119.4 kcal/mol
LUMO: 0.93 eV



# 7
C5H10O2 in the gas phase. Source: OMol25; level of theory: ωB97M-V/def2-TZVPD.

```
! RIJCOSX wB97M-V def2-TZVPD def2/J DEFGRID3
* xyz 0 1
O 2.33611 0.16599 0.93659
C 1.58649 -0.59606 0.00756
C 0.11755 -0.43173 0.35322
C -0.31789 1.03694 0.32223
C -1.78707 0.94155 -0.06717
O -1.89076 -0.18558 -0.92324
C -0.83262 -1.09567 -0.66078
H 3.15062 0.45474 0.51386
H 1.74557 -0.23886 -1.02285
H 1.88338 -1.65679 0.04018
H -0.05218 -0.84519 1.35515
H -0.15239 1.54270 1.27623
H 0.24846 1.57504 -0.44793
H -2.14301 1.81611 -0.62131
H -2.42641 0.81423 0.82041
H -0.32440 -1.30882 -1.61299
H -1.23920 -2.04254 -0.28171
*
```

Calculated values
HOMO-LUMO gap: 10.44 eV
Energy: -346.968580 hartree
Energy above the lowest of the compared OMol25 structures with the same formula, charge and spin: 35.7 kcal/mol
LUMO: 0.88 eV
SMILES: OC[C@H]1CCOC1



# 8
C5H10O2 in the gas phase. Source: OMol25; level of theory: ωB97M-V/def2-TZVPD.

```
! RIJCOSX wB97M-V def2-TZVPD def2/J DEFGRID3
* xyz 0 1
C -1.79467 0.23197 1.39781
O -1.06179 -0.21832 0.29753
C -0.17132 0.70819 -0.21495
C 1.14674 0.95950 0.54845
O 1.91409 0.45288 -0.55139
C 0.72421 -0.00261 -1.24046
C 0.55178 -1.50622 -1.28510
H -1.13187 0.50516 2.23398
H -2.41723 1.09875 1.12784
H -2.43889 -0.59810 1.70262
H -0.68946 1.63127 -0.53503
H 1.25367 0.33332 1.44477
H 1.40007 1.99940 0.79571
H 0.73166 0.44855 -2.25141
H -0.30525 -1.80148 -1.91785
H 1.46353 -1.94258 -1.69740
H 0.36403 -2.01935 -0.31886
*
```

Calculated values
HOMO-LUMO gap: 10.61 eV
Energy: -346.928503 hartree
Energy above the lowest of the compared OMol25 structures with the same formula, charge and spin: 60.8 kcal/mol
LUMO: 0.99 eV
SMILES: CO[C@H]1CO[C@H]1C



# 9
A molecular structure, C5H10O2 at a distorted geometry. Source: OMol25; level of theory: ωB97M-V/def2-TZVPD.

```
! RIJCOSX wB97M-V def2-TZVPD def2/J DEFGRID3
* xyz 0 1
C -2.00546 -0.47180 0.75800
C -1.10066 0.24913 -0.28594
O -1.10002 1.62640 -0.01776
C 0.22093 -0.47703 -0.35205
C 1.45941 0.34296 -0.71454
C 2.02187 -0.24467 0.58834
O 0.78943 -0.91338 0.88599
H -2.95831 0.03846 0.92661
H -2.18212 -1.50766 0.46252
H -1.49928 -0.53366 1.74389
H -1.16799 0.35947 -1.53800
H -0.86631 1.85793 -0.92709
H 0.00563 -1.32477 -1.02018
H 1.95661 0.05737 -1.64151
H 1.30179 1.42468 -0.69112
H 2.28281 0.47534 1.37030
H 2.84168 -0.95877 0.45254
*
```

Calculated values
HOMO-LUMO gap: 10.28 eV
Energy: -346.901701 hartree
Energy above the lowest of the compared OMol25 structures with the same formula, charge and spin: 77.6 kcal/mol
LUMO: 0.81 eV



# 10
2 unconnected molecules or ions with the total composition C5H10O2. Source: OMol25; level of theory: ωB97M-V/def2-TZVPD.

```
! RIJCOSX wB97M-V def2-TZVPD def2/J DEFGRID3
* xyz 0 1
O 0.66235 -2.03049 0.60128
C 0.76139 -0.70640 1.07177
C -0.18883 0.40996 0.87802
C 0.51617 1.36540 -0.00046
O 0.23343 1.63934 -1.36042
C 1.54384 0.39517 0.44612
H 1.10631 -2.08965 -0.25054
H 0.92940 -0.81619 2.15247
H -1.07643 0.62283 1.48774
H 0.58128 2.33516 0.52047
H -0.23928 2.48461 -1.34709
H 2.60241 0.60628 0.60703
C -1.54135 -0.86586 -0.98843
H -2.35254 -0.13574 -1.02033
H -1.68790 -1.60638 -0.19965
H -1.38711 -1.33939 -1.95251
H -0.61610 -0.33594 -0.83663
*
```

Calculated values
HOMO-LUMO gap: 8.55 eV
Energy: -346.792604 hartree
Energy above the lowest of the compared OMol25 structures with the same formula, charge and spin: 146.1 kcal/mol
LUMO: -0.03 eV
SMILES: O[C@H]1[C@H]2[C@@H](O)[C@@H]12.C



# 11
2 unconnected molecules or ions with the total composition C5H10O2 at a distorted geometry. Source: OMol25; level of theory: ωB97M-V/def2-TZVPD.

```
! RIJCOSX wB97M-V def2-TZVPD def2/J DEFGRID3
* xyz 0 1
C -2.64581 -0.54898 -0.24366
C -1.43523 0.13027 -0.89930
C -0.22841 -0.39180 -0.19453
O 0.46851 -1.26134 -0.69971
H -3.56522 -0.22821 -0.73705
H -2.57292 -1.63874 -0.32332
H -2.72127 -0.28670 0.81740
H -1.36918 -0.13435 -1.95874
H -1.52208 1.21662 -0.80257
H -0.10194 -0.10520 0.86482
C 1.95658 1.20473 -0.17796
C 2.59531 0.36089 0.65809
O 2.49505 -0.96675 0.73499
H 2.02895 2.25626 0.05957
H 1.65010 0.93994 -1.18368
H 3.29977 0.78807 1.37728
H 1.70662 -1.27175 0.15209
*
```

Calculated values
HOMO-LUMO gap: 9.11 eV
Energy: -346.933697 hartree
Energy above the lowest of the compared OMol25 structures with the same formula, charge and spin: 57.6 kcal/mol
LUMO: 0.62 eV
SMILES: CCC=O.C=CO



# 12
2 unconnected molecules or ions with the total composition C5H10O2. Source: OMol25; level of theory: ωB97M-V/def2-TZVPD.

```
! RIJCOSX wB97M-V def2-TZVPD def2/J DEFGRID3
* xyz 0 1
C -0.52865 -2.01893 -1.55913
O -0.23505 -1.21589 -0.43810
C -0.00639 0.14165 -0.79261
C 0.53415 0.90612 0.38054
C -0.70904 2.54617 0.84342
C 1.00277 0.37116 1.52719
O 1.07780 -0.92154 1.83640
H -1.45094 -1.68090 -2.05115
H -0.66130 -3.04277 -1.20477
H 0.29393 -1.98830 -2.28864
H 0.70165 0.17782 -1.63709
H -0.94581 0.60375 -1.13203
H 0.65066 1.99878 0.18536
H -0.26139 2.72666 1.84356
H -1.50742 1.81248 1.06097
H 1.36731 1.00296 2.33363
H 0.67771 -1.41922 1.09246
*
```

Calculated values
HOMO-LUMO gap: 8.86 eV
Energy: -346.787909 hartree
Energy above the lowest of the compared OMol25 structures with the same formula, charge and spin: 149.0 kcal/mol
LUMO: 0.57 eV



# 13
C5H10O2 in the gas phase. Source: OMol25; level of theory: ωB97M-V/def2-TZVPD.

```
! RIJCOSX wB97M-V def2-TZVPD def2/J DEFGRID3
* xyz 0 1
O 1.42413 0.06978 -0.15943
C 2.19536 -1.37184 -0.62999
C 0.19741 -0.22444 0.56437
C -0.52197 1.09539 0.85374
C -1.65392 1.12602 -0.19932
O -1.40621 0.03931 -1.07738
C -0.78926 -0.98227 -0.31023
H 1.16373 0.46106 -1.00980
H 2.94531 -0.84832 -1.25737
H 2.73534 -1.49767 0.33034
H 0.53102 -0.77560 1.44318
H -0.90954 1.11653 1.87510
H 0.17808 1.92961 0.74730
H -1.66117 2.03658 -0.80427
H -2.63651 1.02279 0.28401
H -0.27465 -1.68164 -0.97289
H -1.51715 -1.51529 0.32264
*
```

Calculated values
HOMO-LUMO gap: 8.22 eV
Energy: -346.827084 hartree
Energy above the lowest of the compared OMol25 structures with the same formula, charge and spin: 124.5 kcal/mol
LUMO: 0.71 eV



# 14
2 unconnected molecules or ions with the total composition C5H10O2. Source: OMol25; level of theory: ωB97M-V/def2-TZVPD.

```
! RIJCOSX wB97M-V def2-TZVPD def2/J DEFGRID3
* xyz 0 1
C 2.30897 -0.75175 0.74400
O 0.91893 -0.88652 0.52330
C 0.50874 -0.60535 -0.73406
C -0.78506 -0.49727 -1.04087
C -1.86535 -0.56203 0.01084
C -2.04082 0.83162 0.59631
O -1.84543 1.12419 1.74986
H 2.88140 -1.33133 0.00711
H 2.50155 -1.14234 1.74395
H 2.62052 0.29995 0.69946
H 1.29459 -0.49038 -1.48258
H -1.04883 -0.27880 -2.07096
H -2.81986 -0.87500 -0.43295
H -1.60717 -1.25746 0.81737
H -2.33685 1.60954 -0.14987
H 0.58918 2.05552 -0.59261
H 0.72550 2.75741 -0.38829
*
```

Calculated values
HOMO-LUMO gap: 9.84 eV
Energy: -346.904177 hartree
Energy above the lowest of the compared OMol25 structures with the same formula, charge and spin: 76.1 kcal/mol
LUMO: 1.06 eV
SMILES: CO/C=C\CC=O.[H][H]